Arrangement w

Below is 2 unconnected molecules or ions with the total composition C5H10FN, with properties calculated with ωB97M-V with the def2-TZVPD basis set.

```
! RIJCOSX wB97M-V def2-TZVPD def2/J DEFGRID3
* xyz 0 1
C 0.764 -0.975 0.106
C -0.303 -0.179 -0.474
C 0.453 -2.104 1.059
C 1.348 2.702 -0.655
C -1.412 0.750 -0.261
N 0.179 -1.023 -1.272
F 1.503 1.669 -1.528
H 1.762 -0.558 0.181
H -0.568 -2.448 0.906
H 0.561 -1.770 2.090
H 1.125 -2.942 0.896
H 0.754 2.366 0.191
H 0.851 3.522 -1.183
H 2.342 3.007 -0.324
H -1.233 1.423 0.576
H -2.301 0.159 -0.034
H -1.608 1.317 -1.169
*
```

Summary:
LUMO: 0.0335 Ha
Structure (SMILES): CC1=N[C@@H]1C.CF

---

Arrangement x

Below is C5H10FN in the gas phase, with properties calculated with ωB97M-V with the def2-TZVPD basis set.

```
! RIJCOSX wB97M-V def2-TZVPD def2/J DEFGRID3
* xyz 0 1
C -0.907 -0.852 -0.550
C -1.936 -0.718 0.518
C 0.975 1.291 -0.581
C 1.260 0.102 0.369
C 0.644 -1.167 -0.107
N -1.304 -0.637 -1.716
F 1.337 -1.663 -1.208
H -1.406 -0.229 1.481
H -2.403 -1.666 0.891
H -2.629 -0.111 0.127
H 1.385 1.034 -1.493
H 0.008 1.559 -0.764
H 1.563 2.210 -0.438
H 0.848 0.452 1.218
H 2.234 0.061 0.567
H 0.491 -1.906 0.617
H -0.675 -0.861 -2.475
*
```

Summary:
LUMO: 0.0373 Ha
Structure (SMILES): [H]/N=C(/C)[C@@H](F)CC

---

The calculated energies rank the structures as follows, beginning with the most stable: arrangement x, arrangement w.

---

Arrangement w

Below is C5H10FN in the gas phase, with properties calculated with ωB97M-V with the def2-TZVPD basis set.

```
! RIJCOSX wB97M-V def2-TZVPD def2/J DEFGRID3
* xyz 0 1
C -2.104 -0.211 -0.328
C -1.023 -0.720 0.685
C 0.752 1.102 0.471
C 2.000 0.514 -0.200
C 1.184 -0.695 -0.532
H -1.865 -0.580 -1.383
H -3.162 -0.578 -0.115
H -0.996 -1.790 0.408
H -1.388 -0.606 1.721
H 0.214 1.758 -0.243
H 0.855 1.624 1.517
H 2.246 1.253 -1.052
H 2.772 0.363 0.477
H 1.543 -1.750 -0.323
H 0.669 -0.670 -1.444
N 0.286 -0.262 0.551
F -1.981 1.247 -0.210
*
```

Summary:
LUMO: 0.0397 Ha
Structure (SMILES): FCCN1CCC1

---

Arrangement x

Below is C5H10FN in the gas phase, with properties calculated with ωB97M-V with the def2-TZVPD basis set.

```
! RIJCOSX wB97M-V def2-TZVPD def2/J DEFGRID3
* xyz 0 1
C -0.859 -0.753 -0.455
C -0.198 0.526 -0.034
C -0.202 -2.040 -0.094
C -0.510 1.815 -0.681
C 0.831 0.428 1.039
N -1.543 -0.324 0.766
F -2.790 0.274 0.465
H -1.478 -0.767 -1.322
H -0.624 -2.939 -0.519
H -0.422 -2.082 0.954
H 0.868 -2.271 -0.446
H -0.555 2.662 -0.018
H -1.287 1.914 -1.450
H 0.415 2.140 -1.174
H 0.459 0.385 2.018
H 1.464 1.346 1.034
H 1.522 -0.473 0.745
*
```

Summary:
LUMO: 0.0372 Ha
Structure (SMILES): C[C@H]1N(F)C1(C)C

---

The calculated energies rank the structures as follows, beginning with the most stable: arrangement w, arrangement x.

---

Arrangement w

Below is a gas-phase ion, C9H12N3 (charge +1), with properties calculated with ωB97M-V with the def2-TZVPD basis set.

```
! RIJCOSX wB97M-V def2-TZVPD def2/J DEFGRID3
* xyz 1 1
C -3.456 0.795 0.057
C -2.200 0.880 0.549
C -2.525 -1.072 -0.541
C 1.867 -1.845 0.536
C 0.469 -1.662 0.631
C 2.576 -1.056 -0.241
C -0.266 -0.647 0.169
C 1.882 0.063 -1.053
C 0.943 1.678 0.546
N -3.613 -0.416 -0.586
N -1.554 -0.307 0.114
N 0.720 0.664 -0.504
H -4.183 1.586 0.011
H -1.619 1.735 0.905
H -2.456 -2.127 -0.923
H 2.276 -2.569 1.290
H -0.231 -2.247 1.298
H 3.595 -1.054 -0.213
H 2.694 0.739 -1.062
H 1.893 -0.234 -2.085
H 1.616 2.520 0.119
H 0.025 2.100 0.863
H 1.436 1.259 1.303
H 0.111 1.218 -1.184
*
```

Summary:
LUMO: -0.1440 Ha
Structure (SMILES): C[N@H+]1CC=CC=C1n1ccnc1

---

Arrangement x

Below is a gas-phase ion, C9H12N3 (charge +1), with properties calculated with ωB97M-V with the def2-TZVPD basis set.

```
! RIJCOSX wB97M-V def2-TZVPD def2/J DEFGRID3
* xyz 1 1
C 1.993 1.401 -0.809
C 2.344 0.995 0.404
C 1.071 0.542 -1.357
C -2.067 0.951 -0.477
C -2.175 -0.340 -0.762
C -1.172 1.575 0.455
C -1.267 -1.534 -0.508
C -1.112 0.979 1.645
C 0.012 -1.471 -0.200
N 1.581 -0.073 0.649
N 0.829 -0.316 -0.388
N 0.849 -2.486 0.166
H 2.412 2.334 -1.194
H 2.967 1.469 1.105
H 0.543 0.594 -2.355
H -2.860 1.450 -0.918
H -3.071 -0.719 -1.248
H -0.676 2.589 0.279
H -1.694 -2.402 -0.238
H -1.537 -0.066 1.707
H -0.455 1.312 2.473
H 0.271 -3.290 0.520
H 1.504 -0.689 1.438
H 1.712 -2.805 -0.388
*
```

Summary:
LUMO: -0.1305 Ha
Structure (SMILES): C=C/C=C\C=C(\N)[n+]1ccc[nH]1

---

The calculated energies rank the structures as follows, beginning with the most stable: arrangement x, arrangement w.

---

Arrangement w

Below is 4 unconnected molecules or ions with the total composition C3H15N2O3, with properties calculated with ωB97M-V with the def2-TZVPD basis set.

```
! RIJCOSX wB97M-V def2-TZVPD def2/J DEFGRID3
* xyz 1 1
C 0.410 -2.611 2.061
C -0.265 -1.536 1.148
C 0.304 -0.313 1.139
N 0.142 0.672 0.094
N -1.461 -1.908 0.429
H 0.163 -3.692 1.859
H 0.129 -2.514 3.122
H 1.487 -2.612 1.885
H 1.091 -0.164 1.775
H 0.068 1.606 0.407
H -0.631 0.421 -0.642
H 1.086 0.705 -0.439
H -1.871 -2.765 0.505
H -2.197 -1.246 0.305
H -3.431 0.920 -1.198
H -3.194 -0.451 -1.475
O -2.949 0.194 -0.826
H 0.735 2.471 -2.339
H 0.356 3.866 -2.306
O 0.419 3.093 -1.796
H 2.582 2.304 -1.468
H 3.881 1.624 -1.370
O 3.144 1.936 -0.869
*
```

Summary:
LUMO: -0.1128 Ha

---

Arrangement x

Below is 4 unconnected molecules or ions with the total composition C3H15N2O3, with properties calculated with ωB97M-V with the def2-TZVPD basis set.

```
! RIJCOSX wB97M-V def2-TZVPD def2/J DEFGRID3
* xyz 1 1
C -0.050 -1.444 -2.540
C -0.521 0.072 -2.812
N 0.012 2.048 0.237
C -0.254 1.148 -0.735
N 0.284 1.062 -1.941
H -0.708 -2.145 -3.054
H 0.952 -1.560 -2.748
H -0.233 -1.682 -1.384
H -0.215 0.289 -3.803
H -1.583 0.210 -2.547
H 0.829 2.608 0.275
H -0.442 1.791 1.156
H -1.225 0.636 -0.384
H 1.131 1.476 -2.263
H 1.414 -1.261 1.207
H 0.995 0.008 1.935
O 0.890 -0.386 1.040
H -1.154 0.979 3.726
H -0.529 2.285 3.341
O -0.455 1.316 3.087
H -0.212 -2.102 3.243
H 0.832 -3.042 2.508
O 0.243 -2.306 2.456
*
```

Summary:
LUMO: -0.0995 Ha

---

The calculated energies rank the structures as follows, beginning with the most stable: arrangement x, arrangement w.

---

Arrangement w

Below is C3H2N4O in the gas phase, with properties calculated with ωB97M-V with the def2-TZVPD basis set.

```
! RIJCOSX wB97M-V def2-TZVPD def2/J DEFGRID3
* xyz 0 1
C 1.123 0.122 -0.023
C -0.773 1.420 -0.244
C -1.375 -0.731 0.463
H -1.236 2.324 -0.609
H -2.049 -1.317 0.995
N 0.484 1.249 -0.354
N -1.602 0.534 0.355
N -0.508 -1.556 -0.287
N 0.574 -1.103 -0.688
O 2.099 0.034 0.658
*
```

Summary:
LUMO: -0.0587 Ha
Structure (SMILES): O=c1ncncnn1

---

Arrangement x

Below is a molecular structure, C3H2N4O, with properties calculated with ωB97M-V with the def2-TZVPD basis set.

```
! RIJCOSX wB97M-V def2-TZVPD def2/J DEFGRID3
* xyz 0 1
C -1.352 -0.035 0.179
C 0.743 -0.101 -0.223
C 2.084 -0.394 -0.131
H -2.030 -1.770 -0.249
H 0.791 2.062 -0.394
N -1.038 1.274 0.202
N 0.418 1.190 0.041
N -0.279 -0.912 -0.208
N 3.183 -0.537 0.493
O -2.521 -0.778 0.291
*
```

Summary:
LUMO: -0.0286 Ha

---

Arrangement y

Below is C3H2N4O in the gas phase, with properties calculated with ωB97M-V with the def2-TZVPD basis set.

```
! RIJCOSX wB97M-V def2-TZVPD def2/J DEFGRID3
* xyz 0 1
C 1.836 0.342 -0.096
C 0.408 0.284 0.035
C -1.504 -0.273 0.910
H 2.019 0.453 -1.181
H -2.244 -0.519 1.786
N -0.257 -0.294 1.238
N -2.045 -0.321 -0.376
N -1.345 -0.195 -1.389
N -0.174 0.590 -1.058
O 2.816 -0.063 0.675
*
```

Summary:
LUMO: -0.0639 Ha
Structure (SMILES): O=Cc1ncnnn1

---

The calculated energies rank the structures as follows, beginning with the most stable: arrangement w, arrangement x, arrangement y.

---

Arrangement w

Below is a molecular structure, C3H2N2O3, with properties calculated with ωB97M-V with the def2-TZVPD basis set.

```
! RIJCOSX wB97M-V def2-TZVPD def2/J DEFGRID3
* xyz 0 1
C -0.607 0.105 0.754
C 0.276 -0.844 0.088
C 0.543 1.310 -0.386
H 0.122 -1.880 0.115
H 1.779 -0.261 -1.478
N -2.002 -0.398 1.016
N 1.109 0.066 -0.491
O -1.862 -1.603 1.122
O 1.144 2.165 -1.056
O -0.501 1.341 0.318
*
```

Summary:
LUMO: -0.0374 Ha

---

Arrangement x

Below is C3H2N2O3 in the gas phase, with properties calculated with ωB97M-V with the def2-TZVPD basis set.

```
! RIJCOSX wB97M-V def2-TZVPD def2/J DEFGRID3
* xyz 0 1
C -0.935 0.301 -0.075
C 0.136 -0.490 -0.204
C 1.610 0.050 0.162
H -0.108 1.871 -0.298
H 1.601 1.164 0.599
N -1.988 -0.428 0.057
N -0.282 -1.787 -0.001
O -0.939 1.638 -0.078
O -1.601 -1.596 -0.030
O 2.506 -0.723 -0.133
*
```

Summary:
LUMO: -0.0282 Ha
Structure (SMILES): O=Cc1nonc1O

---

The calculated energies rank the structures as follows, beginning with the most stable: arrangement x, arrangement w.